(1)
Entry from the OMol25 dataset: 7 unconnected molecules or ions with the total composition C32H67ClN3O23P2 (ωB97M-V with the def2-TZVPD basis set).

## Properties
**Kohn-Sham gap**: 0.344 hartree
**LUMO level**: -2.68 eV
**Multiplicity**: 1
**Total charge**: +1

Geometry (Å):
N1 3.09909 -2.64844 1.24975
C1 2.83449 -2.94755 -0.10878
O1 3.70063 -3.10774 -0.91624
C2 1.38147 -2.92154 -0.52573
C3 1.17415 -1.95638 -1.71210
C4 1.51867 -0.48609 -1.41852
Cl1 0.76604 0.57006 -2.64272
N2 3.01788 -0.33869 -1.69870
C5 3.66749 0.94354 -1.27911
C6 3.24217 1.40603 0.10787
N3 3.83540 2.73251 0.28130
C7 1.70150 1.43002 0.23543
P1 1.06931 2.20094 1.77451
O2 -0.07893 3.04101 1.41238
O3 0.78285 0.97683 2.74444
O4 2.22907 2.97365 2.53900
C8 1.16836 -0.01044 -0.00628
P2 -0.67540 -0.19449 0.27144
O5 -1.03473 -1.12012 1.36813
H1 3.23966 -3.51455 1.77347
H2 4.00395 -2.17678 1.28578
H3 0.73183 -2.72940 0.32870
H4 1.13551 -3.92202 -0.90157
H5 1.79773 -2.29602 -2.54444
H6 0.14046 -2.01437 -2.05369
H7 3.11120 -0.43247 -2.71332
H8 3.51777 -1.14771 -1.30364
H9 3.44883 1.69919 -2.03579
H10 4.74466 0.75869 -1.28349
H11 3.63540 0.69065 0.84843
H12 4.62767 2.88520 -0.33384
H13 4.20026 2.84023 1.21962
H14 1.30544 2.11263 -0.52395
H15 0.90152 1.21571 3.67856
H16 2.43165 3.76701 2.01066
H17 1.63315 -0.67878 0.72990
H18 -1.05343 1.14891 0.37164
H19 -1.12516 -0.59380 -0.99497
C9 0.22180 -7.19898 -5.95476
C10 1.30306 -7.36942 -4.91326
O6 1.05222 -6.56050 -3.73799
C11 0.15155 -7.05724 -2.89676
O7 -0.42447 -8.10730 -2.99469
O8 -0.01572 -6.18040 -1.89667
C12 -1.01785 -6.56269 -0.94000
H20 0.10336 -6.14659 -6.21441
H21 0.49394 -7.74780 -6.85604
H22 -0.73485 -7.57938 -5.60007
H23 2.26482 -7.01267 -5.27494
H24 1.40951 -8.40869 -4.60694
H25 -0.82906 -7.56657 -0.56859
H26 -2.00771 -6.51982 -1.39032
H27 -0.94098 -5.83917 -0.13328
C13 -7.24991 -7.26638 -6.62311
C14 -6.43227 -6.41999 -5.67469
O9 -5.90837 -7.19353 -4.57725
C15 -4.83466 -7.92952 -4.85916
O10 -4.25007 -7.95930 -5.91325
O11 -4.50197 -8.61852 -3.76884
C16 -3.38838 -9.50486 -3.94249
H28 -8.04260 -7.78362 -6.08242
H29 -7.70594 -6.63092 -7.38245
H30 -6.62408 -8.00487 -7.12129
H31 -7.04627 -5.66247 -5.19189
H32 -5.60696 -5.92785 -6.18819
H33 -2.53535 -8.97146 -4.35266
H34 -3.65881 -10.33113 -4.59752
H35 -3.15030 -9.87144 -2.94937
C17 0.89101 6.14056 4.14045
C18 2.27565 6.55764 3.68683
O12 2.23788 7.64758 2.75270
C19 2.04018 8.85212 3.29980
O13 1.93609 9.08081 4.47645
O14 1.98895 9.74966 2.32008
C20 1.74769 11.09525 2.75732
H36 0.25539 5.91635 3.28259
H37 0.96117 5.24809 4.76361
H38 0.42417 6.93183 4.72352
H39 2.76875 5.75632 3.13598
H40 2.90940 6.82368 4.53204
H41 2.46839 11.38411 3.51841
H42 0.74002 11.18682 3.15793
H43 1.86033 11.70833 1.86929
C21 3.18073 -0.90187 9.54492
C22 2.09784 -0.08347 8.88242
O15 2.37354 0.14012 7.47887
C23 2.10455 -0.88007 6.67784
O16 1.63258 -1.94250 6.98249
O17 2.44315 -0.52600 5.42449
C24 2.21169 -1.54159 4.44738
H44 4.15467 -0.43430 9.39916
H45 2.98491 -0.96625 10.61496
H46 3.20952 -1.91184 9.13930
H47 2.04506 0.91928 9.29951
H48 1.12057 -0.55424 8.97736
H49 1.18176 -1.89195 4.47680
H50 2.88701 -2.38366 4.59871
H51 2.40574 -1.07213 3.48732
C25 -5.13919 4.17644 -2.65280
C26 -4.57823 4.38253 -1.26532
O18 -5.03818 3.37330 -0.33974
C27 -4.43949 2.19848 -0.41573
O19 -3.52753 1.89416 -1.15301
O20 -4.93801 1.39315 0.52213
C28 -4.36160 0.08645 0.50016
H52 -6.22765 4.13051 -2.61964
H53 -4.84735 5.01046 -3.29111
H54 -4.76269 3.25464 -3.09404
H55 -4.92971 5.31370 -0.82813
H56 -3.48880 4.39088 -1.26527
H57 -3.29639 0.21388 0.33785
H58 -4.76336 -0.50355 -0.32307
H59 -4.58474 -0.37760 1.45391
C29 -0.63956 3.67265 -2.18638
C30 -0.01578 3.48960 -0.82048
O21 1.24899 4.16229 -0.68010
C31 1.16698 5.47805 -0.45289
O22 0.14917 6.10932 -0.33736
O23 2.40311 5.95938 -0.36061
C32 2.47749 7.37445 -0.13342
H60 0.05321 3.37844 -2.97740
H61 -1.53215 3.04746 -2.24678
H62 -0.92534 4.71120 -2.34819
H63 0.23012 2.44489 -0.64076
H64 -0.68626 3.81503 -0.02654
H65 1.88189 7.65249 0.73264
H66 2.12310 7.91603 -1.00838
H67 3.52829 7.58025 0.04112

Forces on the atoms, in the same order (eV/Å):
0.5 0.1 0.2
-1.2 -0.1 0.8
1.2 0.5 -1.1
-0.1 -0.4 -0.1
0.0 -0.1 0.2
0.2 -0.3 0.1
0.0 0.0 -0.1
0.0 0.1 0.0
0.2 0.0 0.0
0.0 0.1 0.2
0.3 -0.2 0.2
1.3 -0.8 0.4
-0.7 0.1 0.0
0.6 -0.9 2.9
0.5 0.2 0.0
0.2 0.0 -0.3
0.0 0.5 -0.1
0.1 -0.4 0.3
0.1 0.1 -0.2
-0.5 0.1 0.2
0.1 -0.3 0.0
0.0 0.2 -0.1
0.0 0.0 0.0
-0.1 0.0 0.0
0.1 0.0 0.1
0.1 -0.1 0.0
-0.1 0.0 0.0
-0.2 0.0 0.1
-0.1 0.0 -0.1
0.0 0.0 -0.1
-0.1 0.0 -0.1
0.0 -0.1 0.0
1.8 -1.1 0.5
-0.1 -0.2 0.0
0.1 0.1 0.2
-0.1 0.0 -0.1
-0.2 0.0 0.0
-0.1 0.1 -0.1
-0.1 0.1 0.1
0.1 -0.1 -0.1
-0.1 0.0 0.0
0.0 0.1 0.0
0.0 0.0 0.0
0.0 0.1 0.1
0.0 0.0 0.0
0.0 0.0 0.0
0.0 0.0 0.0
0.0 0.0 0.0
0.0 0.0 0.0
0.0 0.0 0.0
0.0 0.0 0.0
0.0 0.0 0.0
0.0 0.0 0.0
0.0 -0.1 0.1
0.0 0.1 0.0
0.0 -0.1 0.0
0.0 0.0 0.0
0.0 0.0 0.0
0.0 0.0 0.0
0.1 0.0 0.1
0.0 0.0 0.0
0.0 0.0 0.0
0.0 0.0 0.0
0.0 0.0 0.0
0.0 0.0 0.0
0.0 0.0 0.0
0.0 0.0 0.0
0.0 0.0 0.0
0.0 0.1 -0.1
0.0 -0.2 0.2
0.0 0.1 0.4
0.0 0.1 0.3
0.0 0.0 -0.1
0.0 -0.1 0.0
0.0 0.1 0.0
0.0 0.0 0.0
0.0 0.0 0.0
0.0 0.0 0.0
0.0 0.0 0.0
0.0 0.1 0.0
0.0 0.0 0.0
0.0 0.0 0.0
0.0 0.0 0.0
0.1 0.0 -0.1
-0.1 0.0 0.1
0.0 0.0 0.0
0.0 0.0 -0.1
0.0 0.0 0.0
-0.1 0.1 0.0
0.0 0.0 -0.2
0.0 0.0 0.0
0.0 0.0 0.0
0.0 0.0 0.0
0.0 0.0 0.0
0.0 0.0 0.0
0.0 0.0 0.0
0.0 0.0 0.1
0.0 0.0 0.0
0.0 -0.1 0.0
0.1 0.1 0.0
-0.1 -0.1 -0.1
0.3 0.1 0.4
0.0 0.2 -0.3
-0.3 0.0 -0.2
0.1 0.1 -0.1
0.0 0.0 0.0
0.0 0.0 0.0
0.0 0.0 0.0
0.0 0.0 0.0
0.0 0.0 0.0
0.0 -0.3 0.2
-0.1 0.0 0.0
0.0 0.0 0.0
0.4 0.1 -0.1
-1.7 1.3 -1.7
-0.1 -0.2 -0.2
-0.2 0.4 0.1
0.2 -0.1 -0.1
0.0 -0.3 0.0
-0.2 0.3 -0.1
0.0 0.0 -0.1
0.0 0.0 0.0
0.0 0.0 0.0
-2.1 1.3 -0.8
0.1 0.2 -1.1
0.2 -0.1 -0.4
0.0 -0.1 -0.1
0.0 0.0 0.0

---

(2)
Entry from the OMol25 dataset: 5 unconnected molecules or ions with the total composition C32H67N3O7S (ωB97M-V with the def2-TZVPD basis set).

## Properties
**Kohn-Sham gap (alpha / beta)**: 0.062 / 0.298 hartree
**LUMO level (alpha / beta)**: 2.30 / 2.28 eV
**Multiplicity**: 2
**Total charge**: -1

Geometry (Å):
C1 5.24095 1.03333 0.45729
C2 5.36061 2.59343 0.41347
C3 6.39670 2.96666 -0.70122
C4 6.34552 4.45280 -1.19571
C5 4.89191 4.91397 -1.36488
C6 4.02347 4.66215 -0.13656
N1 4.04679 3.24756 0.33583
O1 3.27939 3.02569 1.52000
C7 4.48292 5.65559 0.98195
C8 2.57823 5.08414 -0.52637
C9 6.05722 3.00130 1.72623
H1 4.59243 0.63898 1.23960
H2 6.27928 0.72885 0.58865
H3 4.86951 0.72633 -0.52040
H4 7.43699 2.68858 -0.53222
H5 6.15980 2.42802 -1.61874
H6 6.81657 4.64157 -2.16038
H7 6.75768 5.10388 -0.42479
H8 4.53051 4.30841 -2.19601
H9 4.83277 6.00198 -1.39401
H10 5.54787 5.85095 1.10771
H11 3.95046 6.58541 0.78190
H12 4.21973 5.45279 2.02008
H13 1.90087 5.24906 0.31154
H14 2.47746 5.92684 -1.21033
H15 2.11155 4.23367 -1.02338
H16 5.42448 2.88048 2.60552
H17 6.32276 4.04259 1.90872
H18 6.93908 2.36227 1.77166
H19 3.96157 2.98246 2.19406
C10 0.37968 -2.20246 -1.56106
C11 0.24116 -1.56563 -2.98070
C12 0.67285 -2.60084 -3.94969
C13 -0.34826 -3.75239 -4.33992
C14 -1.73390 -3.15343 -4.58804
C15 -2.26635 -2.02126 -3.66836
N2 -1.12987 -1.14612 -3.36113
O2 -1.51959 -0.08151 -2.58336
C16 -3.36080 -1.29296 -4.53415
C17 -2.89458 -2.55160 -2.42264
C18 1.18542 -0.36190 -3.16696
H20 1.40008 -2.48731 -1.30467
H21 -0.21127 -3.08370 -1.31148
H22 0.08991 -1.40635 -0.87525
H23 0.96423 -2.20798 -4.92378
H24 1.51991 -3.21584 -3.64579
H25 -0.37073 -4.40499 -3.46716
H26 -0.06999 -4.47037 -5.11139
H27 -2.32708 -4.06002 -4.70769
H28 -1.65404 -2.86075 -5.63497
H29 -4.14790 -1.99367 -4.81269
H30 -4.09423 -0.59642 -4.12792
H31 -3.00062 -0.83172 -5.45373
H32 -2.15241 -3.09912 -1.84168
H33 -3.26165 -1.72834 -1.80977
H34 -3.66396 -3.24214 -2.76807
H35 0.90834 0.36680 -2.40517
H36 1.21415 0.08803 -4.15935
H37 2.22137 -0.53340 -2.87457
H38 -1.13421 0.59810 -3.14122
C19 -3.93903 -1.47163 3.71128
C20 -2.73812 -2.40424 4.16709
C21 -3.19347 -3.49174 5.19445
C22 -4.03789 -4.63487 4.62298
C23 -3.30772 -5.25707 3.44008
C24 -3.00002 -4.20251 2.28556
N3 -2.26177 -3.12425 2.91722
O3 -1.68614 -2.23816 2.06275
C25 -1.95689 -4.85461 1.36913
C26 -4.22595 -3.80842 1.42012
C27 -1.51114 -1.66364 4.78967
H39 -4.85486 -2.06255 3.69835
H40 -3.82839 -1.00586 2.73204
H41 -4.08328 -0.76640 4.52978
H42 -2.32459 -3.98850 5.62617
H43 -3.81535 -3.09281 5.99584
H44 -4.97238 -4.24273 4.22167
H45 -4.30911 -5.32441 5.42239
H46 -3.96765 -6.03606 3.05828
H47 -2.40152 -5.65395 3.89766
H48 -1.36653 -4.21775 0.71035
H49 -1.08247 -5.17902 1.93326
H50 -2.43793 -5.62343 0.76447
H51 -4.88608 -3.38802 2.17880
H52 -4.17243 -2.87909 0.85304
H53 -4.94662 -4.53019 1.03571
H54 -0.69192 -2.28960 5.14342
H55 -1.86431 -1.15467 5.68651
H56 -1.14530 -1.02359 3.98680
H57 -2.40879 -1.75811 1.65175
C28 -3.63148 2.51538 -1.62143
S1 -2.65222 3.87774 -2.40544
O4 -1.64748 3.25876 -3.35554
C29 -1.65699 4.42485 -0.94703
H58 -4.41090 2.77821 -0.90623
H59 -2.93523 1.86210 -1.09555
H60 -3.99922 1.78260 -2.33969
H61 -2.25183 4.72437 -0.08416
H62 -0.99193 5.21214 -1.30196
H63 -0.94775 3.66980 -0.60795
C30 0.39782 1.34648 0.50969
C31 0.29980 1.71793 1.99478
O5 -0.90426 1.07085 2.31744
C32 -1.70463 0.93198 1.20392
O6 -2.94717 0.88882 1.20439
O7 -0.98678 1.12756 0.14043
H64 0.97651 0.45300 0.27535
H65 0.76367 2.10365 -0.18382
H66 0.21601 2.79290 2.15450
H67 1.14057 1.25829 2.51433

Forces on the atoms, in the same order (eV/Å):
0.1 1.4 -0.7
1.1 0.3 1.4
-1.3 1.1 -2.1
-0.8 0.1 1.4
0.5 -1.3 1.0
-0.4 0.5 2.0
-0.3 0.0 -2.6
0.2 0.2 -1.2
-0.3 0.6 0.3
-0.5 -1.3 0.2
0.2 0.0 0.5
0.1 0.2 0.1
-0.2 -0.6 0.0
0.0 -0.3 0.0
-0.2 -0.1 0.8
-0.3 -0.5 -0.1
0.5 -0.3 0.2
0.6 0.0 -0.2
-0.6 0.7 -0.4
0.1 -0.1 -1.1
0.1 0.0 -0.7
0.3 0.4 -0.1
-0.6 -0.7 -0.1
0.4 0.2 0.4
0.5 0.2 0.1
0.1 -0.2 -0.4
0.3 -0.9 0.4
0.4 0.1 -0.9
0.0 0.2 0.7
-0.2 0.1 0.9
-0.1 1.3 0.4
-0.2 -1.4 0.0
0.2 -3.2 -3.1
-0.1 1.4 2.6
0.9 -1.1 -1.2
0.5 0.2 -1.2
1.0 -0.9 -1.5
-0.4 0.9 0.4
-0.6 -0.1 -0.1
-0.1 -0.6 0.3
0.0 0.3 1.5
0.2 0.3 -0.3
-0.3 0.1 -0.5
-0.1 -0.2 0.4
0.1 0.7 0.0
0.5 0.7 0.5
-0.3 -0.1 0.4
0.4 0.7 -0.5
-1.1 0.3 0.6
-0.3 0.9 0.0
0.5 -0.9 -0.4
0.9 0.7 1.1
0.4 -0.2 0.1
-0.2 -0.1 0.0
-0.3 -0.1 0.0
-0.4 0.0 0.6
-0.2 0.5 -0.3
-0.5 -0.2 0.0
0.1 -0.7 -0.2
-0.5 1.2 0.5
0.6 -0.8 1.7
-0.3 -1.2 -0.9
-0.6 -0.3 -0.5
-0.1 1.2 -1.0
-0.8 0.8 0.0
1.4 -1.2 -0.5
-0.1 -0.6 3.0
0.5 0.6 -1.1
0.7 -0.3 -0.2
-1.5 1.3 2.6
-1.1 0.0 -0.8
0.0 -0.1 -0.1
0.2 0.3 0.3
0.0 0.6 -0.4
0.3 0.4 0.1
0.4 0.6 0.2
-0.3 0.2 0.2
0.2 -0.3 -0.1
0.4 -0.3 -0.3
0.3 -0.2 -0.8
-1.0 0.7 -0.4
-0.4 -0.9 0.5
0.3 -0.3 0.1
-0.4 0.0 0.4
0.7 -0.5 -0.9
1.0 -0.5 -0.7
-0.2 -0.5 -0.4
0.0 0.6 -0.2
0.2 0.5 0.6
-0.3 0.6 -0.4
1.1 -0.9 0.3
0.4 -0.5 0.2
-0.8 0.1 0.8
0.3 -0.4 -0.2
0.1 0.6 -0.3
0.3 0.3 0.3
-0.3 0.7 -0.6
-0.2 0.2 -0.3
-0.5 0.3 -0.1
-0.4 -0.5 -0.2
0.3 0.5 -0.8
0.9 -0.5 -1.6
-2.2 -0.8 0.5
-2.4 1.7 1.6
3.2 -0.9 0.3
0.7 -0.3 -1.1
-0.2 -0.2 0.4
0.1 0.3 0.4
0.1 -0.1 0.2
-0.2 0.3 0.3